No. 1
This record from OMol25 describes a structure of composition C39H46P2Ru. The level of theory is ωB97M-V/def2-TZVPD.

total charge = +2
frontier orbital gap (alpha / beta) = 6.94 / 4.47 eV
2S+1 = 5
E_HOMO (alpha / beta) = -13.05 / -13.05 eV
⟨S²⟩ = 6.02

XYZ file:
```
88
Properties=species:S:1:pos:R:3:lowdin_spin:R:1
Ru 0.498 2.139 -0.877 2.54
C 4.850 0.968 1.513 0.00
C 4.593 -0.167 0.849 0.00
C 3.923 -1.336 1.493 0.00
C 2.463 -1.114 2.050 0.00
C 1.997 0.162 2.654 0.00
C 2.670 0.969 3.474 0.00
C 4.084 0.641 3.943 0.00
C 5.218 1.039 2.971 0.00
C -0.501 2.783 0.698 0.05
H 4.906 1.927 0.990 0.00
H 4.801 -0.277 -0.205 0.00
H 4.532 -1.775 2.299 0.00
H 3.820 -2.101 0.711 0.00
H 1.740 -1.348 1.258 0.00
H 2.336 -1.919 2.801 0.00
H 0.981 0.490 2.356 0.00
H 2.153 1.739 4.065 0.00
H 4.234 -0.429 4.152 0.00
H 4.259 1.156 4.904 0.00
H 5.516 2.075 3.191 0.00
H 6.088 0.404 3.212 0.00
H -0.250 3.819 0.993 0.03
H -0.189 2.056 1.485 0.00
H -1.560 2.750 0.334 0.02
P -1.228 -0.817 -2.278 0.23
P -2.744 -0.877 0.009 0.34
C -1.080 -2.394 -1.364 0.00
C -1.917 -2.449 -0.305 0.02
C -1.922 -1.604 -3.848 0.04
C -1.726 -2.947 -4.217 0.01
C -2.197 -3.425 -5.452 0.00
C -2.893 -2.590 -6.321 0.00
C -3.137 -1.262 -5.948 0.00
C -2.653 -0.784 -4.722 0.00
C 0.503 -0.535 -2.597 0.08
C 1.222 0.263 -1.616 0.05
C 2.579 0.536 -1.915 0.02
C 3.221 -0.004 -3.025 0.00
C 2.552 -0.916 -3.850 0.03
C 1.191 -1.174 -3.630 0.01
C -4.513 -1.515 -0.206 0.06
C -4.928 -1.964 -1.472 0.02
C -6.196 -2.528 -1.641 0.00
C -7.076 -2.642 -0.561 0.03
C -6.669 -2.196 0.694 0.00
C -5.396 -1.643 0.873 0.03
C -2.581 -0.804 1.840 0.07
C -3.092 0.350 2.468 0.02
C -3.165 0.414 3.861 0.00
C -2.703 -0.658 4.633 0.02
C -2.153 -1.779 4.013 0.00
C -2.061 -1.850 2.618 0.03
H -0.372 -3.164 -1.691 0.00
H -2.138 -3.344 0.275 0.00
H -1.201 -3.634 -3.564 0.00
H -2.009 -4.467 -5.730 0.00
H -3.254 -2.962 -7.283 0.00
H -3.703 -0.605 -6.608 0.00
H -2.837 0.248 -4.440 0.00
H 0.901 0.290 -0.514 0.02
H 3.139 1.138 -1.199 0.00
H 4.258 0.297 -3.235 0.00
H 3.101 -1.447 -4.640 0.00
H 0.676 -1.918 -4.245 0.00
H -4.258 -1.891 -2.330 0.00
H -6.506 -2.883 -2.620 0.00
H -8.067 -3.083 -0.692 0.00
H -7.334 -2.281 1.550 0.00
H -5.087 -1.326 1.867 0.00
H -3.436 1.178 1.845 0.00
H -3.583 1.306 4.329 0.00
H -2.783 -0.613 5.725 0.00
H -1.787 -2.618 4.608 0.00
H -1.597 -2.712 2.147 0.00
C 3.697 4.075 1.535 0.00
C 2.315 4.282 0.878 0.03
C 2.187 5.727 0.400 0.00
C 2.062 3.220 -0.264 0.10
H 4.457 3.771 0.799 0.00
H 3.613 3.282 2.292 0.00
H 4.050 4.968 2.067 0.00
H 1.556 4.100 1.660 0.00
H 2.898 5.939 -0.408 0.00
H 1.166 5.950 0.064 0.00
H 2.411 6.403 1.237 0.00
H 2.459 3.593 -1.242 0.03
H 2.607 2.320 0.073 0.03
```



No. 2
This record from OMol25 describes a structure of composition C39H47GeN3O8P2STc. The level of theory is ωB97M-V/def2-TZVPD.

total charge = +2
frontier orbital gap (alpha / beta) = 7.72 / 6.79 eV
2S+1 = 4
E_HOMO (alpha / beta) = -13.32 / -13.49 eV
⟨S²⟩ = 3.77

XYZ file:
```
102
Properties=species:S:1:pos:R:3:lowdin_spin:R:1
Tc -0.292 1.528 0.463 2.40
C -0.744 -3.200 -4.700 0.00
C 0.024 -3.577 -3.419 0.00
C 1.466 -3.922 -3.791 0.00
C -0.634 -4.801 -2.764 0.00
C -0.052 -2.402 -2.455 0.01
C -1.286 -1.958 -1.975 0.00
C -1.355 -0.863 -1.150 0.01
N -0.251 -0.193 -0.773 0.02
C 0.954 -0.626 -1.184 0.01
C 1.076 -1.712 -2.022 0.00
C 2.098 0.164 -0.669 0.01
C 3.400 -0.111 -0.989 0.00
C 4.444 0.693 -0.519 0.01
C 4.079 1.788 0.249 0.00
C 2.754 2.020 0.548 0.01
N 1.767 1.208 0.137 -0.01
C 5.882 0.379 -0.892 0.00
C 6.188 -1.084 -0.536 0.00
C 6.868 1.293 -0.161 0.00
C 6.034 0.588 -2.411 0.00
H -0.690 -4.026 -5.410 0.00
H -0.310 -2.316 -5.177 0.00
H -1.800 -3.001 -4.499 0.00
H 1.463 -4.759 -4.489 0.00
H 2.052 -4.227 -2.919 0.00
H 1.973 -3.090 -4.286 0.00
H -0.586 -5.647 -3.451 0.00
H -1.686 -4.624 -2.530 0.00
H -0.121 -5.082 -1.840 0.00
H -2.202 -2.466 -2.247 0.00
H -2.299 -0.467 -0.795 0.00
H 2.057 -2.029 -2.342 0.00
H 3.618 -0.955 -1.628 0.00
H 4.814 2.480 0.632 0.00
H 2.460 2.880 1.127 0.00
H 6.041 -1.274 0.531 0.00
H 7.230 -1.300 -0.776 0.00
H 5.571 -1.788 -1.100 0.00
H 6.788 1.191 0.926 0.00
H 6.731 2.344 -0.427 0.00
H 7.885 1.019 -0.443 0.00
H 5.391 -0.089 -2.981 0.00
H 7.068 0.388 -2.699 0.00
H 5.792 1.614 -2.698 0.00
O 0.330 -1.345 3.359 0.00
C 0.384 -0.255 2.860 0.01
O -0.603 0.119 1.974 0.03
C 1.439 0.724 3.248 0.01
C 2.543 0.182 3.913 0.00
C 3.491 0.996 4.502 0.01
C 3.320 2.374 4.472 0.00
C 2.238 2.925 3.807 0.02
C 1.304 2.112 3.168 0.03
S 0.083 2.983 2.238 0.22
H 2.623 -0.895 3.979 0.00
H 4.343 0.560 5.009 0.00
H 4.035 3.025 4.962 0.00
H 2.117 4.002 3.761 0.00
N -3.762 4.011 -2.203 0.00
C -2.555 4.001 -1.258 0.00
C -2.149 5.444 -0.939 0.00
P -3.155 3.059 0.251 0.01
O -2.761 3.965 1.485 0.00
O -4.614 2.917 0.042 0.00
O -2.296 1.780 0.384 0.08
P -1.206 3.147 -2.137 0.01
O -1.979 1.771 -2.508 0.00
O -0.792 3.830 -3.365 0.00
O -0.154 2.828 -1.041 0.08
H -4.564 3.705 -1.624 0.00
H -3.651 3.349 -2.972 0.00
H -3.915 4.938 -2.595 0.00
H -2.961 5.984 -0.450 0.00
H -1.861 5.965 -1.853 0.00
H -1.294 5.449 -0.266 0.00
H -3.515 4.434 1.872 0.00
H -1.734 1.506 -3.408 0.00
Ge -2.346 -0.907 2.691 0.00
C -3.876 0.111 2.244 0.00
C -4.277 1.000 3.246 0.00
C -5.520 1.619 3.180 0.00
C -6.370 1.349 2.119 0.00
C -5.978 0.477 1.109 0.00
C -4.738 -0.140 1.167 0.00
C -2.264 -2.712 2.113 0.00
C -1.624 -3.647 2.934 0.00
C -1.658 -4.997 2.613 0.00
C -2.323 -5.428 1.473 0.00
C -2.968 -4.510 0.655 0.00
C -2.942 -3.160 0.975 0.00
H -1.990 -0.583 4.125 0.00
H -3.625 1.204 4.088 0.00
H -5.826 2.300 3.964 0.00
H -7.347 1.816 2.079 0.00
H -6.644 0.274 0.280 0.00
H -4.454 -0.803 0.366 0.00
H -1.099 -3.326 3.823 0.00
H -1.170 -5.716 3.261 0.00
H -2.353 -6.485 1.230 0.00
H -3.513 -4.850 -0.218 0.00
H -3.483 -2.471 0.346 0.00
```



No. 3
This record from OMol25 describes a structure of composition C39H47N2O6P3V. The level of theory is ωB97M-V/def2-TZVPD.

total charge = 0
frontier orbital gap (alpha / beta) = 7.24 / 6.67 eV
2S+1 = 2
E_HOMO (alpha / beta) = -6.79 / -6.22 eV
⟨S²⟩ = 0.76

XYZ file:
```
98
Properties=species:S:1:pos:R:3:lowdin_spin:R:1
V 0.047 -0.293 -0.010 0.95
C 2.272 0.019 -2.447 0.00
P 0.490 -0.440 -2.359 0.01
C -0.325 0.411 -3.745 0.00
C 0.341 1.167 -4.702 0.00
C -0.368 1.809 -5.712 0.00
C -1.747 1.683 -5.785 0.00
C -2.421 0.906 -4.847 0.00
C -1.713 0.281 -3.831 0.00
C 0.579 -2.170 -2.987 0.00
C 1.217 -3.115 -2.174 0.00
C 1.371 -4.425 -2.602 0.00
C 0.876 -4.818 -3.839 0.00
C 0.233 -3.893 -4.647 0.00
C 0.091 -2.575 -4.226 0.00
C 2.854 -0.442 -1.145 0.00
C 4.114 -0.826 -0.794 0.00
C 4.085 -1.134 0.609 0.00
C 2.807 -0.924 1.041 0.00
C 2.205 -0.938 2.414 0.00
P 0.364 -0.948 2.263 0.01
C -0.188 -0.209 3.837 0.00
C -0.870 1.002 3.792 0.00
C -1.267 1.633 4.966 0.00
C -0.985 1.050 6.192 0.00
C -0.306 -0.164 6.245 0.00
C 0.088 -0.793 5.074 0.00
C -0.056 -2.718 2.479 0.00
C 0.817 -3.718 2.055 0.00
C 0.429 -5.053 2.092 0.00
C -0.834 -5.402 2.550 0.00
C -1.712 -4.410 2.968 0.00
C -1.324 -3.079 2.930 0.00
N 2.015 -0.525 -0.036 0.00
H 2.756 -0.464 -3.295 0.00
H 2.360 1.103 -2.556 0.00
H 1.420 1.263 -4.665 0.00
H 0.161 2.401 -6.449 0.00
H -2.297 2.179 -6.575 0.00
H -3.496 0.786 -4.916 0.00
H -2.227 -0.348 -3.109 0.00
H 1.589 -2.824 -1.199 0.00
H 1.870 -5.142 -1.961 0.00
H 0.988 -5.844 -4.170 0.00
H -0.162 -4.194 -5.609 0.00
H -0.411 -1.866 -4.872 0.00
H 4.970 -0.878 -1.453 0.00
H 4.918 -1.454 1.220 0.00
H 2.550 -1.779 3.015 0.00
H 2.453 -0.020 2.946 0.00
H -1.079 1.455 2.827 0.00
H -1.795 2.577 4.922 0.00
H -1.294 1.538 7.108 0.00
H -0.088 -0.620 7.203 0.00
H 0.604 -1.746 5.119 0.00
H 1.795 -3.457 1.665 0.00
H 1.116 -5.821 1.757 0.00
H -1.136 -6.441 2.576 0.00
H -2.704 -4.673 3.313 0.00
H -2.019 -2.311 3.252 0.00
C -1.874 4.935 0.466 0.00
C -1.638 3.450 0.344 0.00
O -0.297 3.193 0.784 0.00
P 0.676 1.957 0.367 -0.01
O 1.628 2.718 -0.720 0.00
C 1.048 3.425 -1.817 0.00
C 2.138 4.200 -2.513 0.00
O 1.705 2.015 1.602 0.00
C 2.338 3.209 2.084 0.00
C 1.664 3.695 3.346 0.00
H -2.898 5.176 0.165 0.00
H -1.185 5.498 -0.168 0.00
H -1.731 5.261 1.498 0.00
H -1.772 3.112 -0.685 0.00
H -2.333 2.887 0.963 0.00
H 0.271 4.100 -1.453 0.00
H 0.577 2.717 -2.505 0.00
H 2.571 4.941 -1.840 0.00
H 1.737 4.714 -3.389 0.00
H 2.936 3.527 -2.837 0.00
H 2.338 3.964 1.298 0.00
H 3.372 2.929 2.283 0.00
H 0.639 4.012 3.146 0.00
H 2.223 4.541 3.753 0.00
H 1.640 2.903 4.098 0.00
O -2.855 -3.089 -0.718 0.01
C -1.661 -3.002 -0.475 0.00
O -1.031 -1.895 -0.237 0.01
H -1.030 -3.897 -0.464 0.00
C -3.800 -0.687 1.188 0.00
C -3.210 0.148 0.094 0.00
N -3.980 0.386 -0.984 0.00
O -2.074 0.613 0.174 0.01
H -4.883 -0.578 1.249 0.00
H -3.338 -0.408 2.133 0.00
H -3.552 -1.727 0.959 0.00
H -4.836 -0.125 -1.113 0.00
H -3.546 0.812 -1.787 0.00
```



No. 4
This record from OMol25 describes a structure of composition C39H47N5O3RuTe2. The level of theory is ωB97M-V/def2-TZVPD.

total charge = +1
frontier orbital gap (alpha / beta) = 6.04 / 6.33 eV
2S+1 = 2
E_HOMO (alpha / beta) = -9.75 / -9.93 eV
⟨S²⟩ = 0.96

XYZ file:
```
97
Properties=species:S:1:pos:R:3:lowdin_spin:R:1
Ru 0.734 -1.529 0.045 0.93
O 1.496 -1.178 1.922 0.02
N 2.663 -1.674 2.140 0.00
N 3.171 -2.295 1.167 0.00
O 2.556 -2.426 -0.005 0.05
C 4.481 -2.887 1.302 0.00
C 5.128 -2.862 2.530 0.00
C 6.387 -3.430 2.621 0.00
C 6.982 -4.012 1.509 0.00
C 6.313 -4.029 0.296 0.00
C 5.050 -3.465 0.181 0.00
H 4.656 -2.413 3.390 0.00
H 6.905 -3.421 3.571 0.00
H 7.965 -4.454 1.591 0.00
H 6.770 -4.487 -0.571 0.00
H 4.511 -3.476 -0.753 0.00
C -5.437 -5.362 -2.295 0.00
C -4.312 -4.860 -1.432 0.00
C -3.170 -5.621 -1.222 0.00
C -2.125 -5.173 -0.420 0.00
C -0.953 -6.096 -0.182 0.00
C -2.221 -3.901 0.166 0.00
Te -0.678 -3.181 1.416 0.04
C -3.393 -3.140 0.019 0.00
C -3.643 -1.859 0.777 0.00
C -4.410 -3.631 -0.792 0.00
H -5.166 -6.287 -2.801 0.00
H -5.710 -4.625 -3.050 0.00
H -6.327 -5.556 -1.693 0.00
H -3.094 -6.600 -1.683 0.00
H -1.034 -6.984 -0.806 0.00
H -0.924 -6.421 0.860 0.00
H 0.007 -5.616 -0.378 0.00
H -2.748 -1.249 0.883 0.00
H -3.987 -2.089 1.788 0.00
H -4.422 -1.266 0.294 0.00
H -5.314 -3.043 -0.914 0.00
C -2.209 -0.164 -1.723 0.01
C -1.456 0.535 -0.620 0.05
O -1.778 1.691 -0.287 -0.01
N -0.433 -0.086 -0.023 0.20
Te 0.211 1.852 1.411 -0.21
C -0.998 3.275 2.396 -0.01
C -2.304 2.919 2.738 0.00
C -2.920 1.571 2.465 0.00
C -3.084 3.863 3.401 0.00
C -2.593 5.110 3.752 0.00
C -3.449 6.105 4.484 0.00
C -1.263 5.399 3.460 0.00
C -0.443 4.501 2.794 -0.01
C 0.996 4.880 2.553 -0.01
C 1.039 2.900 -0.223 -0.01
C 2.328 2.482 -0.587 -0.01
C 3.067 1.374 0.128 -0.01
C 2.953 3.100 -1.663 0.00
C 2.342 4.122 -2.375 -0.01
C 3.029 4.787 -3.534 0.00
C 1.071 4.521 -1.983 0.00
C 0.395 3.944 -0.913 -0.01
C -0.944 4.529 -0.554 0.00
H -3.263 -0.203 -1.451 0.00
H -1.847 -1.171 -1.899 0.00
H -2.129 0.439 -2.629 0.00
H -2.180 0.786 2.297 0.00
H -3.563 1.606 1.586 0.00
H -3.521 1.265 3.321 0.00
H -4.103 3.600 3.663 0.00
H -4.508 5.880 4.365 0.00
H -3.269 7.118 4.124 0.00
H -3.223 6.091 5.552 0.00
H -0.848 6.352 3.771 0.00
H 1.290 5.670 3.242 0.00
H 1.161 5.245 1.538 0.00
H 1.675 4.039 2.712 -0.01
H 3.361 1.656 1.141 0.00
H 3.962 1.090 -0.421 0.00
H 2.418 0.498 0.215 0.00
H 3.949 2.775 -1.944 0.00
H 4.037 4.402 -3.674 0.00
H 3.094 5.865 -3.378 0.00
H 2.471 4.628 -4.459 0.00
H 0.580 5.323 -2.524 0.00
H -1.372 5.020 -1.427 0.00
H -0.834 5.287 0.223 0.00
H -1.650 3.786 -0.200 0.00
C 1.491 0.048 -2.878 0.00
C 0.826 -1.280 -2.968 0.00
N 0.429 -2.034 -1.956 0.00
C -0.106 -3.190 -2.485 0.00
C -0.031 -3.129 -3.837 0.00
N 0.560 -1.920 -4.123 0.00
H 1.094 0.615 -2.038 0.00
H 1.323 0.628 -3.786 0.00
H 2.567 -0.066 -2.737 0.00
H -0.523 -3.954 -1.862 0.00
H -0.343 -3.817 -4.601 0.00
H 0.763 -1.560 -5.040 0.00
```